DFT (ωB97M-V/def2-TZVPD) results for C32H77GaNO13 as an isolated structure in a non-equilibrium geometry.

Last column: Löwdin charge in e.
Geometry (Å):
Ga1 -4.6220 -1.3570 -3.8525  0.279
O1 7.1528 0.9119 -3.0399  -0.141
O2 3.5071 3.2660 0.5767  -0.133
O3 -4.1476 -0.9390 7.8046  -0.208
O4 -3.8417 -2.9474 5.4829  -0.132
O5 -5.6934 1.7122 3.1575  -0.142
O6 9.0120 3.3219 -3.5206  -0.209
O7 -7.3336 -0.8666 2.7634  -0.195
O8 -5.0112 -0.0081 0.6893  -0.208
O9 9.6516 0.4172 -4.7802  -0.212
O10 3.9178 1.5200 3.0824  -0.208
O11 -2.1005 -3.4314 7.9788  -0.210
O12 -2.8141 -0.8235 -3.6033  -0.384
O13 3.2907 0.2122 0.1964  -0.210
N1 -7.0742 -0.0273 -5.0256  -0.148
C1 -1.8668 -1.9020 -3.9337  -0.303
C2 -5.6239 0.2979 -4.6317  -0.415
C3 -1.6975 -3.4867 6.6114  -0.189
C4 2.2582 -0.4615 -0.5029  -0.107
C5 -2.5123 -2.4947 5.7715  -0.166
C6 0.3179 1.2709 -3.9993  -0.107
C7 -7.6497 -1.8388 3.7468  -0.104
C8 2.5519 2.8282 1.5520  -0.166
C9 -1.2797 -1.8474 -5.4724  -0.318
C10 8.3092 -0.0164 -5.0253  -0.185
C11 -0.7497 -0.3720 -5.9513  -0.164
C12 4.5171 2.3156 0.2170  -0.170
C13 8.6300 4.6383 -3.8856  -0.110
C14 -4.1042 0.6010 1.6147  -0.189
C15 3.9866 1.1539 -0.6275  -0.177
C16 1.5585 -1.0010 -4.5594  -0.129
C17 -1.8938 -4.6623 8.6529  -0.113
C18 -4.1506 0.4728 7.6798  -0.105
C19 -4.7267 0.6649 3.0120  -0.180
C20 -4.8431 0.4748 -0.6326  -0.126
C21 4.9443 1.6441 4.0534  -0.114
C22 -7.8187 0.4305 3.1065  -0.191
C23 8.2592 1.3826 -2.2590  -0.168
C24 0.5956 0.1680 -5.1865  -0.375
C25 3.1339 2.7064 2.9662  -0.192
C26 -4.7544 -2.9586 6.5873  -0.171
C27 -5.1842 -1.5594 7.0360  -0.189
C28 -2.4802 -2.2721 -6.5568  -0.153
C29 10.5545 -0.6661 -4.6392  -0.115
C30 -6.9387 1.5167 2.4745  -0.168
C31 7.3078 0.9953 -4.4618  -0.167
C32 8.4236 2.9076 -2.2887  -0.190
H1 -1.8299 -4.4941 6.2039  0.124
H2 3.7338 3.5958 3.1843  0.122
H3 2.0535 1.9119 1.2317  0.118
H4 11.5330 -0.2645 -4.3819  0.086
H5 -4.9677 1.5632 -0.6618  0.084
H6 3.3307 1.5438 -1.4131  0.123
H7 -6.7809 1.3495 1.4078  0.120
H8 9.0436 4.8526 -4.8759  0.089
H9 7.5333 2.0138 -4.7768  0.116
H10 9.1805 0.8639 -2.5286  0.115
H11 8.0300 1.0929 -1.2276  0.124
H12 1.2488 0.7238 -6.0169  0.121
H13 10.2320 -1.3310 -3.8299  0.086
H14 8.1285 -0.9981 -4.5748  0.125
H15 1.5438 0.2582 -0.9183  0.077
H16 -5.5642 1.1898 -3.8717  0.040
H17 -3.9269 0.9075 3.7213  0.115
H18 -2.5230 -1.4956 6.2101  0.116
H19 -5.4326 -0.9548 6.1573  0.108
H20 -4.7713 -2.5293 -4.9753  -0.067
H21 -7.1727 -2.7816 3.4618  0.095
H22 4.5137 1.7534 5.0518  0.084
H23 -5.0693 0.8912 8.1017  0.087
H24 10.6313 -1.2234 -5.5776  0.086
H25 -2.4226 -5.4744 8.1424  0.085
H26 7.4448 3.3761 -2.1444  0.118
H27 -2.3054 -2.9930 -3.7292  0.109
H28 -8.8382 0.5140 2.7200  0.122
H29 -3.2013 -0.0204 1.6412  0.124
H30 -0.6381 -3.2192 6.5689  0.123
H31 4.8255 0.6218 -1.0914  0.120
H32 -0.9398 -1.8125 -3.1869  0.104
H33 -4.3682 -3.5535 7.4145  0.114
H34 -3.8574 0.1972 -1.0178  0.085
H35 -5.6470 -3.4788 6.2209  0.122
H36 2.6765 -0.5931 -4.6539  0.076
H37 6.3222 0.7532 -4.8760  0.128
H38 8.1856 -0.0917 -6.1121  0.125
H39 5.0648 1.9687 1.0928  0.114
H40 -7.8340 0.5690 4.1923  0.120
H41 -1.9644 -2.5559 -7.5914  0.070
H42 -0.7824 1.2702 -3.5928  0.086
H43 5.5550 0.7365 4.0238  0.088
H44 0.5438 2.3401 -4.4770  0.078
H45 1.1194 1.1325 -3.1274  0.057
H46 -4.0501 0.7649 6.6283  0.082
H47 -6.0670 -1.6340 7.6819  0.125
H48 5.2342 2.8725 -0.3973  0.116
H49 9.0245 5.3625 -3.1686  0.085
H50 1.7287 -1.1007 0.2015  0.090
H51 -2.3053 -4.5727 9.6629  0.088
H52 7.5396 4.7193 -3.9491  0.088
H53 2.6788 -1.0798 -1.3016  0.081
H54 -5.1342 -0.2966 3.3233  0.111
H55 1.3734 -1.1061 -3.3926  0.062
H56 -1.5853 0.4510 -5.7860  0.126
H57 -5.0309 0.6144 -5.6080  0.036
H58 -0.8263 -4.8858 8.7197  0.084
H59 -7.6319 0.8720 -5.1003  0.040
H60 -7.0339 -0.4304 -5.9888  0.039
H61 5.5925 2.4961 3.8219  0.084
H62 1.5449 -2.0212 -5.1347  0.072
H63 -5.3631 -1.8578 -2.5214  -0.079
H64 -7.4713 2.4699 2.5640  0.122
H65 1.7829 3.6083 1.5750  0.126
H66 -0.4807 -2.7092 -5.5533  0.119
H67 -2.0201 -2.4010 4.7973  0.128
H68 -3.8350 1.6112 1.2888  0.123
H69 -0.5469 -0.4078 -7.1050  0.107
H70 -5.6107 0.0261 -1.2608  0.046
H71 2.3198 2.6361 3.6928  0.123
H72 -3.2067 -1.3465 -6.7133  0.078
H73 -8.7309 -1.9871 3.8026  0.085
H74 -3.0369 -3.2304 -6.1442  0.052
H75 -3.2956 0.8663 8.2268  0.086
H76 -7.2543 -1.5409 4.7238  0.066
H77 9.0929 3.2198 -1.4823  0.123

Output
Energy ... -4222.719940 hartree
HOMO-LUMO gap ... 6.228 eV
Total charge ... -1

DFT (ωB97M-V/def2-TZVPD) results for a 8-piece molecular cluster, C32H77N17O10P3S2 overall in a non-equilibrium geometry.

Last column: Löwdin charge in e.
Geometry (Å):
S1 0.4732 -0.4437 -4.2833  0.880
S2 5.7624 -0.3587 -3.0818  0.211
P1 0.5351 -3.8854 -0.6443  0.907
P2 4.9783 -0.9706 -1.4142  0.453
P3 0.4624 -5.7898 -1.7255  0.347
O1 0.1656 -7.0533 -0.6859  -0.205
O2 4.9379 4.0565 0.9032  0.002
O3 -1.4321 -9.9865 -0.7854  0.019
O4 -5.7129 -0.7466 9.7670  0.019
O5 1.2488 2.4746 1.9362  -0.018
O6 6.5899 5.5728 -5.2085  0.036
O7 -5.6654 2.2007 0.5604  -0.006
O8 -7.1868 0.8446 5.1394  0.004
O9 1.8338 -6.0608 -2.6373  -0.182
O10 -0.7118 -5.6928 -2.6669  -0.373
N1 0.1808 4.4566 2.2139  0.163
N2 2.4175 -0.9288 -2.3517  -0.140
N3 -6.8338 0.4842 1.4816  0.158
N4 -3.6490 0.1451 10.0341  0.153
N5 -3.8961 -2.0022 9.2532  0.145
N6 -5.3464 -0.3911 4.6483  0.158
N7 2.7640 -2.4268 0.1715  -0.070
N8 6.7331 3.3394 -5.5567  0.153
N9 2.3611 4.4072 1.5074  0.165
N10 -2.4009 -10.8974 -2.6225  0.152
N11 6.1493 4.1627 -3.4910  0.152
N12 -6.8418 2.5441 2.4688  0.172
N13 -6.4347 -0.6673 6.6491  0.169
N14 -0.9881 -9.0979 -2.8192  0.160
N15 6.7749 2.8375 0.3549  0.170
N16 6.9954 4.9465 1.2197  0.172
N17 -1.9257 -1.9426 1.5121  -0.155
C1 2.3894 -2.4348 -2.4091  -0.142
C2 -3.2098 2.7419 -1.7338  -0.189
C3 -2.3522 -3.7372 3.0058  -0.082
C4 -6.3759 -0.0164 5.4608  -0.679
C5 -2.3505 3.6676 -2.6941  -0.192
C6 -2.1552 -1.0222 0.3886  -0.139
C7 -0.8204 3.2630 -2.5769  -0.216
C8 -2.7953 -2.9765 1.8394  -0.123
C9 3.2363 1.1730 -1.0621  -0.158
C10 2.3494 3.2827 -2.3654  -0.161
C11 2.5081 -0.9803 0.1206  -0.285
C12 1.5559 3.4547 -3.7289  -0.200
C13 -1.7507 1.5797 0.1694  -0.190
C14 3.2648 1.9698 -2.4191  -0.187
C15 6.1588 3.9538 0.8310  -0.648
C16 6.4976 4.4363 -4.7829  -0.691
C17 1.2667 3.7039 1.8881  -0.672
C18 1.0169 -0.4337 -2.4975  -0.406
C19 3.1730 -0.3953 -1.1894  -0.468
C20 2.2769 -3.1712 -1.0031  -0.509
C21 -1.3748 -0.6100 -4.1021  -0.475
C22 3.9761 -0.7489 2.2548  0.024
C23 -0.8657 -1.9946 2.4259  -0.119
C24 -2.5374 0.4283 0.9105  -0.138
C25 3.0514 -0.2379 1.3955  -0.116
C26 -6.3999 1.7756 1.4474  -0.681
C27 -2.1717 0.4485 -4.9589  -0.140
C28 -1.0651 -3.0763 3.4000  -0.081
C29 0.1149 4.0574 -3.5579  -0.200
C30 -1.5967 -9.9946 -1.9973  -0.686
C31 -4.5011 -0.8589 9.6904  -0.696
C32 -2.6958 2.7924 -0.2340  -0.199
H1 2.9335 -0.6368 -3.2072  0.116
H2 6.5757 5.7869 1.5770  0.115
H3 -4.0593 1.0019 10.3607  0.108
H4 -0.5156 3.5750 -1.5366  0.100
H5 4.9574 -2.4061 -1.4084  -0.001
H6 -4.6714 -1.0928 4.8898  0.091
H7 -2.8276 1.1028 -4.3312  0.058
H8 -3.7384 -3.2598 1.3143  0.115
H9 2.3876 5.4083 1.4629  0.102
H10 4.3329 -0.1102 3.0909  0.077
H11 -2.6507 0.0737 9.9791  0.093
H12 -2.8663 -11.5739 -2.0442  0.107
H13 -0.3669 4.1350 -4.5755  0.116
H14 -1.2764 -0.9553 -0.3059  0.076
H15 -2.5491 -10.9203 -3.6136  0.095
H16 0.3102 -1.1051 -1.9515  0.056
H17 -7.4412 2.2037 3.2033  0.080
H18 2.6273 0.7941 1.5922  0.090
H19 4.2947 2.3427 -2.6499  0.065
H20 -3.1118 1.6775 -2.0991  0.095
H21 1.3889 -0.8454 0.1643  0.151
H22 -2.9024 -2.1162 9.1830  0.092
H23 -0.9738 2.0194 0.8530  0.082
H24 3.3214 -2.7585 -2.9539  0.129
H25 -5.2719 0.0712 3.7585  0.079
H26 0.0242 -1.3337 2.4395  0.104
H27 -2.8560 -4.5983 3.4997  0.088
H28 1.6101 3.2509 -1.5270  0.087
H29 -3.6328 0.6175 0.7232  0.095
H30 2.1375 4.1848 -4.3562  0.116
H31 -6.5298 -0.1220 0.7413  0.100
H32 5.6840 -0.5969 -0.2307  0.010
H33 4.1814 1.4184 -0.5000  0.094
H34 7.9952 4.8856 1.1697  0.105
H35 -5.7823 -1.3733 6.9319  0.081
H36 -4.2926 3.0171 -1.7144  0.106
H37 -7.4341 0.1169 2.1989  0.097
H38 -0.7943 -7.2453 -0.7228  0.081
H39 6.9920 3.5014 -6.5137  0.108
H40 0.8363 0.6042 -2.1300  0.092
H41 -0.4721 -3.0223 -1.1870  -0.071
H42 0.1674 5.1132 -3.1739  0.121
H43 -0.7646 2.1482 -2.6984  0.088
H44 6.0683 3.2350 -3.1201  0.056
H45 3.7142 -2.6620 0.4394  0.080
H46 1.4850 2.5126 -4.3284  0.081
H47 -2.6983 3.4384 -3.7411  0.100
H48 -3.0644 -1.4189 -0.1379  0.129
H49 2.9624 4.2114 -2.2367  0.114
H50 -1.1063 -9.0792 -3.8145  0.102
H51 -7.1807 -0.4163 7.2745  0.109
H52 5.9678 4.9467 -2.8896  0.103
H53 4.3464 -1.8002 2.1905  0.066
H54 -1.2041 1.1836 -0.7330  0.074
H55 -2.3827 0.5335 2.0119  0.119
H56 1.5462 -2.8098 -3.0508  0.117
H57 -0.3881 -8.4189 -2.3857  0.051
H58 0.1679 5.4585 2.1832  0.100
H59 6.6623 2.3958 -5.2244  0.079
H60 6.1871 2.0809 0.0578  0.071
H61 2.4792 -6.6261 -2.1716  0.084
H62 7.7707 2.7352 0.2879  0.106
H63 2.9255 -4.0901 -1.0800  0.111
H64 2.4140 1.6194 -0.4327  0.114
H65 -6.5446 3.5031 2.4854  0.109
H66 -2.5335 4.7561 -2.5143  0.119
H67 -2.1626 3.7772 -0.1121  0.099
H68 -0.4107 -3.3723 4.2448  0.083
H69 -1.6325 -0.5198 -3.0079  0.064
H70 -0.6488 3.9670 2.5006  0.103
H71 -3.5386 2.8034 0.5144  0.084
H72 -2.8366 -0.0574 -5.7036  0.082
H73 2.9171 1.4058 -3.3196  0.081
H74 -1.4339 1.0885 -5.5060  0.065
H75 3.1967 3.8850 1.2540  0.047
H76 -4.4938 -2.7662 8.9929  0.101
H77 -1.6830 -1.6483 -4.3922  0.081

Output
Energy ... -4769.193326 hartree
HOMO-LUMO gap ... 7.370 eV
Total charge ... +1

DFT (ωB97M-V/def2-TZVPD) results for a 9-piece molecular cluster, C32H79N4O13P2 overall in a non-equilibrium geometry.

Last column: Löwdin charge in e.
Geometry (Å):
P1 -17.9206 16.2248 14.0351  0.363
P2 -21.9683 17.8269 21.2806  0.412
O1 -22.6467 13.1266 16.1914  -0.343
O2 -18.1294 12.5469 17.9695  -0.001
O3 -18.7430 16.3968 15.4169  -0.214
O4 -23.1089 15.8336 10.3486  0.065
O5 -17.4357 14.7005 14.0801  -0.231
O6 -21.6821 18.0257 22.7108  -0.241
O7 -24.0373 8.3185 14.7790  0.011
O8 -20.8383 18.5148 20.3667  -0.231
O9 -22.0615 16.3288 20.7511  -0.186
O10 -18.9823 16.2934 12.8510  -0.227
O11 -23.2950 18.5786 20.7249  -0.244
O12 -20.9227 11.2435 11.1077  0.010
O13 -16.7862 17.1247 13.8995  -0.226
N1 -21.5177 12.0596 13.1281  0.038
N2 -24.2987 10.5284 14.9869  0.023
N3 -19.8898 12.0479 16.6766  0.008
N4 -23.1119 17.5907 11.7821  -0.012
C1 -22.7444 18.0338 9.4288  -0.008
C2 -27.6297 9.8592 16.2466  -0.105
C3 -19.9777 15.7378 15.5912  -0.104
C4 -23.4614 14.2284 16.3555  -0.504
C5 -28.3021 9.3867 19.1630  -0.247
C6 -22.6209 9.4366 16.3573  0.002
C7 -28.5576 9.4372 20.6448  -0.285
C8 -25.6253 19.7816 14.0241  -0.251
C9 -26.5921 9.8861 17.3708  -0.275
C10 -19.5982 17.5928 12.6482  -0.059
C11 -20.3529 12.8370 18.9009  -0.002
C12 -21.1080 9.6731 12.8504  -0.005
C13 -19.6267 19.1053 20.8449  -0.098
C14 -25.1368 10.7683 13.8215  -0.069
C15 -29.9074 8.8033 21.0524  -0.119
C16 -25.9228 21.1704 13.4690  -0.281
C17 -23.1929 16.7540 12.9893  -0.060
C18 -25.7072 19.6992 15.5350  -0.229
C19 -25.4329 18.1355 17.5548  -0.105
C20 -25.7750 21.2326 11.9540  -0.120
C21 -19.3519 12.5356 17.8170  -0.556
C22 -21.1312 11.0677 12.3084  -0.563
C23 -19.2004 11.5463 15.5231  -0.066
C24 -24.8816 13.9977 16.9259  -0.095
C25 -16.4530 14.3229 15.0706  -0.076
C26 -23.7704 9.3591 15.3629  -0.583
C27 -23.4053 19.9976 20.8694  -0.095
C28 -22.9389 17.0220 10.5475  -0.541
C29 -25.5443 18.2783 16.0693  -0.285
C30 -27.0767 10.1997 18.7619  -0.229
C31 -21.9534 13.3439 12.6338  -0.068
C32 -22.5576 16.1222 19.4291  -0.096
H1 -24.6770 17.8527 15.5548  0.096
H2 -21.3358 12.9522 18.4363  0.058
H3 -27.7808 9.0202 21.2876  0.108
H4 -27.4354 11.2358 18.7758  0.116
H5 -25.3958 9.7609 13.4828  0.076
H6 -20.6322 17.5350 12.3163  0.060
H7 -18.7346 18.5572 20.5599  0.089
H8 -26.0589 8.9291 17.3417  0.111
H9 -26.2881 22.1286 11.6053  0.067
H10 -22.7049 17.1142 19.0061  0.066
H11 -22.9760 13.6340 12.8769  0.072
H12 -21.9203 18.7103 9.6422  0.074
H13 -26.0590 20.3352 11.4077  0.069
H14 -26.1278 11.1632 14.0507  0.067
H15 -23.0242 15.7130 12.7370  0.050
H16 -21.4289 9.5408 13.8816  0.050
H17 -24.2284 16.9066 13.3019  0.077
H18 -20.3227 8.9843 12.5436  0.085
H19 -20.3391 15.1483 14.7468  0.070
H20 -24.5237 18.5847 17.9618  0.065
H21 -24.9489 13.7286 17.9831  0.055
H22 -29.1931 9.6478 18.5970  0.111
H23 -26.4942 20.3322 15.9502  0.115
H24 -28.6608 10.4723 20.9924  0.101
H25 -19.6387 19.5647 21.8330  0.086
H26 -24.3727 20.3133 20.4932  0.086
H27 -19.4595 18.2258 13.5241  0.091
H28 -24.7803 20.1977 15.8523  0.117
H29 -26.9765 21.3174 13.7332  0.105
H30 -20.7630 16.5010 15.6687  0.081
H31 -19.6975 10.7955 14.9105  0.057
H32 -29.8193 7.7627 21.3806  0.061
H33 -22.0639 8.5074 16.2458  0.082
H34 -26.2388 10.0881 19.4510  0.117
H35 -25.4006 17.0753 17.8045  0.060
H36 -20.0249 13.7501 19.3977  0.078
H37 -24.1111 11.4244 15.4239  0.090
H38 -16.5736 13.3540 15.5493  0.077
H39 -22.5396 17.1025 13.7885  0.071
H40 -25.4777 14.9053 16.7998  0.043
H41 -21.9383 10.2792 16.2345  0.048
H42 -26.3696 17.6689 15.6836  0.113
H43 -20.0236 15.1794 16.5250  0.087
H44 -22.8690 9.5661 17.4137  0.080
H45 -19.5800 20.0481 20.2854  0.080
H46 -28.0253 8.3289 19.0595  0.125
H47 -26.2716 18.6664 18.0101  0.078
H48 -22.5977 20.4581 20.2942  0.083
H49 -25.7540 10.5687 17.2068  0.086
H50 -28.4404 9.1293 16.3822  0.062
H51 -30.3044 9.3601 21.8999  0.061
H52 -18.9426 17.8751 11.8188  0.097
H53 -20.4478 12.0383 19.6351  0.084
H54 -21.6579 11.9260 14.1211  0.098
H55 -24.6611 11.3143 13.0086  0.077
H56 -27.1966 9.3710 15.3726  0.064
H57 -15.5346 14.3901 14.4884  0.088
H58 -28.2409 10.7604 16.1737  0.078
H59 -21.3512 14.0653 13.1994  0.061
H60 -21.7004 13.5642 11.6013  0.085
H61 -21.9069 9.2394 12.2355  0.095
H62 -26.3401 19.1066 13.5397  0.119
H63 -23.6324 18.4521 11.8177  0.109
H64 -23.6375 18.5443 9.0654  0.078
H65 -20.8852 12.2065 16.5592  0.058
H66 -30.6025 8.6927 20.2187  0.063
H67 -22.5264 17.4290 8.5454  0.080
H68 -24.6989 21.3861 11.8275  0.070
H69 -24.6566 19.3782 13.7091  0.095
H70 -18.3641 10.9816 15.9440  0.090
H71 -18.9225 12.3842 14.8803  0.081
H72 -16.4344 15.0578 15.8761  0.086
H73 -23.5206 15.6060 19.4228  0.091
H74 -23.2031 20.3533 21.8806  0.087
H75 -23.6065 14.6933 15.3600  0.070
H76 -22.9440 15.0851 16.8272  0.060
H77 -25.4046 22.0229 13.9111  0.110
H78 -25.2725 13.1556 16.3511  0.046
H79 -21.9508 15.4556 18.8178  0.069

Output
Energy ... -3146.710177 hartree
HOMO-LUMO gap ... 6.858 eV
Total charge ... -1

- energy of number 2 (C32H77N17O10P3S2)?
  -4769.193326 hartree

- Which of these has the lowest HOMO-LUMO gap?
  C32H77GaNO13

- Which of these has the lowest HOMO-LUMO gap?
  C32H77GaNO13